The following is a DFT calculation (ωB97M-V/def2-TZVPD) of one molecule with the formula C33H26N2O6 in a non-equilibrium geometry.

Calculated values
- 2S+1 = 1
- max |F| (eV/Å) = 1.01
- LUMO (eV) = 0.1903
- E_tot (hartree) = -1834.1533
- frontier orbital gap (hartree) = 0.2884

Geometry as XYZ:
```
67
Properties=species:S:1:pos:R:3:lowdin_charge:R:1
C -3.526 0.979 -0.835 -0.071
O -3.643 -0.252 -0.169 -0.091
C -2.509 -0.998 0.017 -0.175
C -1.273 -0.651 -0.501 0.033
C -0.160 -1.466 -0.337 -0.184
C 1.217 -0.962 -0.721 -0.124
C 1.296 -0.305 -2.060 -0.043
C 2.198 0.668 -2.465 -0.108
C 3.334 1.265 -1.788 -0.441
O 3.824 0.930 -0.737 0.137
O 3.862 2.287 -2.512 0.101
N 1.920 1.037 -3.765 0.147
C 0.884 0.299 -4.230 -0.191
C 0.272 0.301 -5.481 -0.020
C -0.758 -0.586 -5.687 -0.090
C -1.168 -1.469 -4.679 -0.086
C -0.574 -1.476 -3.441 -0.010
C 0.464 -0.570 -3.188 -0.099
C 1.579 -0.058 0.423 -0.063
C 2.267 -0.453 1.556 -0.108
C 2.915 -1.714 1.848 -0.443
O 2.916 -2.705 1.155 0.103
O 3.558 -1.693 3.042 0.104
N 2.316 0.590 2.453 0.156
C 1.676 1.659 1.925 -0.193
C 1.473 2.930 2.455 -0.028
C 0.775 3.838 1.693 -0.095
C 0.295 3.499 0.423 -0.086
C 0.496 2.248 -0.111 -0.019
C 1.185 1.292 0.643 -0.103
C -0.304 -2.680 0.314 -0.015
C -1.521 -3.014 0.879 0.010
C -2.616 -2.165 0.794 -0.222
O -3.731 -2.518 1.509 -0.027
C -4.429 -1.473 2.177 -0.131
C -3.520 -0.394 2.710 -0.209
C -3.850 0.946 2.561 -0.048
C -2.969 1.936 2.959 -0.077
C -1.742 1.598 3.503 -0.088
C -1.415 0.264 3.677 -0.067
C -2.303 -0.725 3.294 -0.025
H -2.850 1.658 -0.304 0.093
H -4.529 1.403 -0.846 0.097
H -3.181 0.848 -1.867 0.098
H -1.163 0.269 -1.046 0.100
H 1.915 -1.807 -0.705 0.154
H 4.626 2.645 -2.037 0.131
H 2.450 1.726 -4.272 0.160
H 0.604 0.973 -6.258 0.108
H -1.256 -0.613 -6.645 0.100
H -1.969 -2.162 -4.889 0.100
H -0.892 -2.170 -2.680 0.112
H 3.988 -2.549 3.183 0.130
H 2.814 0.551 3.326 0.161
H 1.859 3.190 3.430 0.111
H 0.599 4.833 2.073 0.101
H -0.237 4.245 -0.149 0.099
H 0.141 2.019 -1.104 0.108
H 0.544 -3.336 0.426 0.110
H -1.637 -3.930 1.438 0.124
H -5.177 -1.031 1.508 0.123
H -4.949 -1.980 2.999 0.136
H -4.798 1.214 2.115 0.116
H -3.234 2.975 2.830 0.102
H -1.044 2.371 3.788 0.092
H -0.464 -0.009 4.109 0.101
H -2.042 -1.764 3.431 0.122
```


The following is a DFT calculation (ωB97M-V/def2-TZVPD) of C33H26NO3PPdSTe as an isolated structure.

Calculated values
- 2S+1 = 1
- max |F| (eV/Å) = 0.21
- net charge = -2
- LUMO (eV) = 4.3540
- E_tot (hartree) = -2689.0591
- frontier orbital gap (hartree) = 0.1628

Geometry as XYZ:
```
67
Properties=species:S:1:pos:R:3:lowdin_charge:R:1
Pd -0.059 -0.412 -0.743 0.330
C -1.463 -2.206 6.570 -0.129
C -0.263 -2.525 5.952 -0.110
C -0.005 -2.102 4.652 -0.084
C -0.935 -1.343 3.945 -0.369
C -2.131 -1.016 4.589 -0.130
C -2.402 -1.449 5.878 -0.115
P -0.710 -0.675 2.221 1.040
C 1.041 -1.147 1.937 -0.425
C 2.010 -0.171 2.156 -0.126
C 3.352 -0.438 1.918 -0.101
C 3.741 -1.688 1.462 -0.113
C 2.782 -2.673 1.250 -0.098
C 1.444 -2.406 1.488 -0.105
C -1.628 -1.921 1.250 -0.452
C -2.420 -2.938 1.777 -0.125
C -3.135 -3.771 0.924 -0.144
C -3.036 -3.574 -0.448 -0.140
C -2.225 -2.568 -0.961 -0.152
C -1.485 -1.701 -0.139 -0.379
H -1.665 -2.539 7.581 0.084
H 0.479 -3.113 6.481 0.089
H 0.934 -2.367 4.180 0.093
H -2.861 -0.412 4.059 0.100
H -3.344 -1.189 6.349 0.089
H 1.702 0.827 2.441 0.089
H 4.085 0.351 2.047 0.098
H 4.783 -1.887 1.236 0.089
H 3.079 -3.640 0.861 0.094
H 0.693 -3.160 1.285 0.106
H -2.488 -3.089 2.850 0.083
H -3.761 -4.559 1.328 0.076
H -3.599 -4.212 -1.125 0.079
H -2.176 -2.442 -2.037 0.072
C -1.514 1.582 -2.902 -0.440
Te -2.045 1.473 -0.788 1.061
C -3.055 3.395 -1.609 -0.411
C -3.535 2.991 -2.945 -0.330
C -4.742 3.380 -3.524 -0.074
C -5.136 2.889 -4.764 -0.140
C -4.323 1.993 -5.444 -0.136
C -3.124 1.580 -4.868 -0.065
C -2.724 2.061 -3.629 -0.307
H -1.161 0.608 -3.235 0.034
H -0.687 2.294 -2.936 0.035
H -2.201 4.073 -1.662 0.035
H -3.833 3.818 -0.970 0.028
H -5.381 4.075 -2.989 0.093
H -6.081 3.202 -5.195 0.078
H -4.628 1.600 -6.408 0.078
H -2.502 0.852 -5.377 0.101
O 1.473 3.104 -1.882 -0.324
S 2.091 2.197 -0.945 0.579
O 1.931 2.502 0.455 -0.322
N 1.789 0.649 -1.302 -0.149
C 2.887 -0.023 -1.730 -0.545
O 2.947 -1.193 -2.078 0.018
C 4.123 0.849 -1.703 -0.137
C 5.418 0.489 -2.029 -0.018
C 6.413 1.455 -1.930 -0.098
C 6.109 2.751 -1.515 -0.102
C 4.805 3.106 -1.189 -0.048
C 3.834 2.129 -1.293 -0.212
H 5.625 -0.525 -2.348 0.113
H 7.437 1.202 -2.177 0.089
H 6.900 3.488 -1.444 0.090
H 4.557 4.108 -0.861 0.113
```